Record 1
{
  "formula": "C27H25FeN4PS",
  "method": "ωB97M-V/def2-TZVPD",
  "elements": ["H", "H", "N", "C", "H", "C", "C", "C", "S", "C", "P", "H", "H", "C", "C", "C", "C", "H", "C", "H", "C", "C", "H", "N", "C", "H", "C", "C", "C", "C", "C", "C", "C", "C", "C", "H", "H", "H", "H", "C", "H", "C", "C", "H", "H", "H", "Fe", "N", "C", "H", "H", "H", "N", "H", "C", "H", "H", "H", "H"],
  "coordinates": [[-0.348, 0.746, 5.329], [-2.513, -2.788, -2.993], [2.690, 1.232, -1.177], [4.940, 3.558, -3.868], [-1.566, -1.484, 0.968], [-4.295, 0.039, 2.017], [4.170, 2.714, -2.898], [1.384, 0.495, 2.427], [0.567, 1.207, -2.678], [2.213, 1.665, -2.375], [-2.174, 1.499, 0.776], [2.465, -4.670, 0.526], [-5.886, -1.022, 2.982], [-0.142, 0.739, 4.266], [-1.171, 0.969, 3.359], [4.728, 2.320, -1.682], [-2.262, 0.057, -0.364], [4.827, 4.611, -3.604], [0.377, 0.716, 1.483], [-3.793, -0.865, 1.696], [-1.995, -2.268, -0.977], [-5.473, -0.050, 2.741], [2.290, -1.798, -2.538], [1.608, -1.679, -0.527], [-2.817, -0.699, -2.596], [2.402, 0.303, 2.093], [1.647, -2.597, 0.492], [1.142, 0.508, 3.799], [2.245, -3.735, 0.043], [-6.125, 1.104, 3.159], [-3.752, 1.283, 1.695], [-4.419, 2.432, 2.111], [-2.449, -1.996, -2.257], [-2.716, 0.316, -1.660], [-1.906, -1.249, -0.033], [3.217, -5.417, -1.751], [4.546, 3.419, -4.872], [1.253, -2.368, 1.469], [-4.010, 3.403, 1.855], [3.263, -4.414, -2.167], [6.003, 3.320, -3.846], [3.931, 1.566, -0.847], [-5.596, 2.346, 2.844], [4.287, 1.210, 0.114], [4.307, -4.127, -2.287], [-7.045, 1.033, 3.724], [0.824, 0.323, -0.489], [2.576, -3.502, -1.271], [-0.915, 0.957, 1.991], [2.775, -4.417, -3.139], [5.736, 2.594, -1.407], [-1.702, -3.275, -0.703], [2.930, 2.382, -3.243], [-2.173, 1.156, 3.729], [2.176, -2.250, -1.565], [-2.970, 1.333, -1.937], [-3.163, -0.476, -3.596], [1.955, 0.341, 4.497], [-6.101, 3.249, 3.162]],
  "orbital_gap_ha": [0.292, 0.293],
  "lumo_energy_ev": [0.33, 0.32],
  "e_homo_ev": [-7.603, -7.642],
  "multiplicity": 5,
  "s_squared": 6.01,
  "molar_mass_g_mol": 524.4
}

Record 2
{
  "formula": "C27H25N2O2STaTe",
  "method": "ωB97M-V/def2-TZVPD",
  "elements": ["C", "H", "C", "C", "C", "H", "C", "C", "C", "C", "H", "C", "H", "C", "C", "C", "H", "C", "C", "H", "H", "H", "H", "C", "Ta", "H", "H", "H", "N", "S", "C", "O", "C", "H", "H", "C", "C", "C", "H", "C", "C", "C", "Te", "H", "H", "O", "H", "C", "H", "H", "H", "H", "C", "N", "C", "H", "C", "H", "H"],
  "coordinates": [[-0.039, -3.324, -0.834], [-1.355, 2.677, -2.612], [1.997, -0.040, -4.638], [-1.021, -3.830, 0.012], [3.899, 0.509, 4.445], [2.403, -2.876, 1.488], [1.424, -3.107, 1.087], [3.847, 1.888, 4.628], [-5.145, -0.787, -1.213], [-3.413, -0.445, 0.493], [3.087, -1.210, 3.410], [3.054, -0.139, 3.549], [-2.448, 2.289, 0.391], [-5.462, 0.218, -0.350], [-1.623, 2.796, -0.109], [0.984, 0.189, -2.508], [4.611, -0.077, 5.011], [0.118, 1.174, -3.005], [-0.748, 1.906, -2.138], [0.630, -3.769, 2.972], [2.602, -1.160, -2.891], [4.521, 2.368, 5.323], [-1.222, 3.882, 1.710], [2.927, 2.641, 3.926], [0.221, 0.418, 0.464], [1.197, 1.174, -6.220], [-4.549, 1.139, 1.444], [2.004, -2.647, -0.922], [-0.838, 1.797, -0.844], [-3.647, -1.510, -0.829], [1.936, -0.414, -3.300], [0.823, -0.154, -1.206], [1.192, -2.963, -0.277], [-0.067, 4.205, 0.406], [2.864, 3.712, 4.075], [-0.669, 3.432, 0.885], [1.131, 0.911, -5.174], [-4.465, 0.417, 0.642], [-5.720, -1.145, -2.052], [0.435, -3.618, 1.918], [2.162, 0.630, 2.838], [0.199, 1.523, -4.364], [-1.820, -0.645, 1.818], [2.736, -0.505, -5.277], [-0.466, 2.278, -4.763], [1.333, 0.070, 1.914], [-1.070, -3.885, -2.636], [-0.286, -3.203, -2.312], [1.055, 3.848, 2.575], [-0.603, -2.191, -2.584], [0.615, -3.429, -2.884], [-2.037, 3.548, -0.780], [1.093, 2.792, 2.308], [0.240, 2.381, 1.415], [-0.787, -3.985, 1.374], [-6.376, 0.791, -0.411], [2.064, 2.015, 3.015], [-1.970, -4.143, -0.407], [-1.553, -4.420, 2.004]],
  "orbital_gap_ha": 0.222,
  "lumo_energy_ev": -7.74,
  "e_homo_ev": -13.779,
  "charge": 2,
  "molar_mass_g_mol": 750.1
}

Record 3
{
  "formula": "C27H25N3O4PdS2Sb",
  "method": "ωB97M-V/def2-TZVPD",
  "elements": ["O", "C", "H", "C", "C", "C", "C", "N", "H", "H", "H", "H", "H", "H", "H", "C", "O", "C", "S", "H", "H", "O", "H", "O", "C", "H", "C", "C", "Pd", "H", "C", "N", "S", "C", "C", "H", "H", "H", "H", "H", "C", "C", "C", "C", "H", "H", "Sb", "C", "H", "C", "C", "C", "H", "C", "C", "C", "H", "C", "C", "N", "H", "C", "H"],
  "coordinates": [[1.041, -1.025, -4.664], [3.801, -0.765, -0.556], [2.444, 2.536, -3.668], [3.175, 0.520, 3.650], [1.015, 0.372, -1.906], [0.339, -0.872, -1.484], [1.816, 0.228, 3.448], [1.282, 1.347, -0.982], [-3.550, -2.544, 1.251], [-1.633, -1.101, 1.909], [-2.458, -2.434, -0.155], [-4.464, -1.602, -1.171], [1.988, -3.887, 0.817], [4.665, 2.029, 3.889], [4.306, 0.113, -0.941], [2.013, -2.716, 5.678], [2.095, 0.813, -5.362], [2.432, -2.724, 4.348], [-1.162, 1.608, 0.925], [1.086, -2.230, 5.965], [1.875, 4.460, -1.476], [0.029, -0.941, -0.235], [3.965, -3.374, 2.979], [0.079, -1.752, -2.302], [-3.111, -1.873, 0.517], [-5.055, -0.878, 0.343], [1.470, 0.764, -3.127], [2.724, 2.890, 3.546], [0.852, 0.510, 1.116], [3.441, 3.723, -1.136], [1.382, 2.634, 3.386], [2.020, 2.003, -2.921], [-3.358, 0.473, -0.694], [-4.172, -1.094, -0.256], [2.517, -1.829, 1.218], [3.301, 0.195, 1.281], [0.670, 3.449, 3.329], [4.571, -4.437, 7.075], [4.265, -1.981, -2.254], [-0.154, 1.136, 3.447], [1.555, 0.176, -4.493], [2.503, -3.004, 0.454], [3.616, 1.825, 3.715], [-2.237, 0.303, 0.590], [3.881, -0.295, 3.765], [5.318, -4.464, 4.721], [1.199, -1.776, 2.904], [0.911, 1.304, 3.349], [2.459, -3.311, 7.689], [2.785, -3.324, 6.657], [3.785, -1.933, -1.285], [3.623, -3.359, 4.008], [0.648, -1.370, -3.813], [4.392, -3.973, 4.990], [3.168, -0.707, 0.691], [1.893, 2.328, -1.616], [3.128, -3.979, -1.340], [3.141, -3.060, -0.769], [3.973, -3.956, 6.312], [-2.308, -0.850, 1.194], [3.086, 3.909, 3.572], [2.365, 3.603, -1.014], [2.131, 3.600, 0.049]],
  "orbital_gap_ha": [0.231, 0.231],
  "lumo_energy_ev": [-5.15, -5.07],
  "e_homo_ev": [-11.433, -11.345],
  "charge": 1,
  "molar_mass_g_mol": 747.8
}